Entry 1:
95
Properties=species:S:1:pos:R:3 method="wB97M-V/def2-TZVPD" homo_ev="-7.642 / -7.644" s_squared=0.754 multiplicity=2 gap_ev="6.274 / 5.786"
H -6.4423 0.3105 2.6656
C 2.8762 -3.2332 1.6829
C 1.9149 -3.9260 -4.8801
C 0.5914 -3.0920 3.2515
C 1.9966 3.8041 0.4553
N -0.5042 -2.8317 -0.6879
P 2.2254 -1.1066 0.0750
N -0.5998 1.7382 0.0927
H 3.4211 -4.9174 2.8884
C -3.1823 3.1539 3.9609
C 2.6236 5.0013 0.1337
C 1.7158 3.5040 1.7819
H -2.9204 1.5144 5.3208
C -3.4644 -1.1773 1.9948
C 2.9628 5.8989 1.1335
C -5.5866 -0.0185 2.0928
H -1.9570 1.3460 -4.8038
N -3.3754 -0.1908 -2.2015
O -1.3335 -5.1489 -1.4264
H -0.9490 4.1055 1.6020
H -6.2596 0.8484 0.2565
Cl -3.8509 -6.3770 -2.9550
C 4.8178 1.9894 -0.1614
N -1.1472 -0.1459 -3.5455
Ge -2.5248 -4.6772 -3.2895
H 3.0638 1.2892 -1.1743
H -2.6675 -1.7410 2.4629
P 0.9272 1.9530 2.2875
C -1.3808 3.5393 2.4168
C -4.2811 0.1895 -1.3806
H -4.2238 1.1141 -3.6367
H 6.2810 0.4525 2.4767
H -4.6338 -0.9850 3.7607
C -2.4928 2.0786 4.5016
H -1.8709 1.7616 -3.0631
C -3.4311 0.3688 -3.5497
Se 2.6560 -2.0943 -1.7350
N -0.9031 1.0120 -0.9374
H 2.8449 5.2307 -0.9010
C -3.3583 -0.8874 0.6283
C -2.6238 3.8862 2.9221
S -0.4348 -4.2891 -0.5649
Cl -3.6019 -3.1025 -2.0639
O -2.3081 -1.2986 -0.0440
C -0.6900 2.4568 2.9546
C 5.5780 0.6388 1.6753
H -4.1534 3.4284 4.3540
C 0.7888 -2.1663 2.2394
H 0.0440 -1.4016 2.0555
C 5.7304 1.7468 0.8575
H -0.0631 0.4048 -5.1825
H 0.4019 -4.8206 -3.6514
C 2.6800 5.6016 2.4617
H 1.3882 -4.7908 4.2914
H 1.8598 4.1592 3.8219
C 0.5658 -1.5430 -4.5050
H 3.4501 6.8320 0.8805
C 2.0632 4.4060 2.7863
C 3.5943 0.0148 0.4733
H 3.3076 -2.7856 -6.0659
H 1.7236 3.1097 -0.3280
H -5.0644 0.8520 -1.7553
H 2.9464 6.3005 3.2439
C -4.3787 -0.1555 0.0087
Cl -3.1404 -3.9077 -5.3158
H 4.9326 2.8547 -0.8018
H 2.4493 -4.8576 -5.0153
C 0.4567 1.1597 0.7208
H -0.6862 0.9085 4.4312
H -0.3048 -3.0424 3.8575
H 3.7436 -3.3116 1.0382
O -1.0380 -2.6836 -3.1872
H 4.3682 -1.0604 2.1601
C 1.9366 -2.2298 1.4586
H -3.6133 -0.4369 -4.2663
H -3.1562 4.7315 2.5050
H 2.0652 -0.6659 -5.7637
C 3.7606 1.1186 -0.3614
C 0.0840 -2.7145 -3.9068
C 1.5412 -4.0742 3.4944
C 1.7164 -1.5810 -5.2992
Se 2.0285 0.8576 3.6958
Ti -1.5700 -1.4311 -1.7918
N -0.0889 -0.0396 -1.0127
C -0.2244 -0.3492 -4.4099
H 6.5597 2.4250 1.0137
C 2.6846 -4.1447 2.7102
C 4.5069 -0.2241 1.4910
C -4.5627 -0.7504 2.7062
C -5.4839 0.2776 0.7549
C 0.7916 0.0093 0.0123
C -1.2471 1.7289 4.0005
C -2.0613 0.9690 -3.7850
C 2.4042 -2.7585 -5.4731
C 0.7656 -3.9149 -4.1195


Entry 2:
93
Properties=species:S:1:pos:R:3 method="wB97M-V/def2-TZVPD" homo_ev=-1.931 total_charge=-2 gap_ev=5.658
C -5.4730 26.4344 10.6075
C -1.6671 23.3028 7.9479
H -3.5875 15.9004 1.1838
O -8.4562 19.9493 7.1094
C -1.3151 15.7803 3.6553
H -6.9034 19.4830 11.0671
C -5.6670 19.6735 14.2293
C -6.8438 26.6015 10.7841
C -6.7294 26.4016 5.6694
F -7.3137 27.8479 10.9790
C -7.2826 17.6112 -0.1044
H -3.3978 26.5812 3.6187
H -4.6975 22.7134 12.9060
C -1.7291 16.9145 4.3384
H -4.3807 28.6239 4.6178
H -0.4293 15.2810 3.9825
C -3.5666 22.9886 1.8535
O -7.2322 24.3187 4.5989
C -0.7444 22.4244 8.5006
F -5.6314 18.9862 15.4292
H -8.1442 21.8022 1.9746
C -7.2849 19.2673 1.6473
C -3.0317 17.4822 4.1425
H -0.1889 21.2375 10.1982
C -6.0648 27.6047 5.5407
C -5.6634 17.3439 1.7073
H -6.2657 17.8132 9.3447
H -3.9968 24.8967 10.1855
H -7.6395 26.4309 6.2486
H -5.6263 16.2959 1.4598
N -8.7735 19.4998 -0.2263
C -2.2775 21.8917 10.2017
H -7.5712 16.2316 -1.6708
H -7.6090 14.5595 -0.2621
C -6.4220 25.2484 4.8360
C -0.9514 21.8363 9.7040
C -6.3105 19.1119 13.0848
C -8.8350 21.2517 1.3536
H -1.0798 17.4025 5.0609
H -6.4533 28.4733 6.0641
H -7.9065 23.4073 10.7921
C -6.2918 19.8715 11.9196
C -3.3003 22.5806 9.5718
H -2.5098 21.3393 11.1283
H -4.8235 27.3147 10.7002
H -8.8833 25.7238 10.6760
C -5.1139 25.3065 4.1291
N -8.1100 18.0144 8.4363
C -4.7170 24.1032 3.3671
H -5.1106 21.4156 1.6859
O -7.1675 19.5936 2.8729
H -9.7596 21.2177 1.9287
C -3.1625 16.0961 2.1348
C -8.3017 19.9415 0.8823
H -8.9782 21.8984 0.4875
C -5.0338 25.1355 10.3547
O -6.4181 19.5726 8.2134
H -7.1229 16.3677 9.0832
C -5.1727 21.7207 12.9758
C -8.3111 18.3111 -0.6857
F 0.4374 22.2245 7.8654
H -2.8917 24.9004 2.5304
H -8.9398 18.2004 9.0184
C -2.9812 23.3248 8.4187
C -7.2430 24.2456 10.6528
H -4.7560 21.3856 15.1070
C -7.7909 25.5644 10.7275
H -1.5060 23.9076 7.0141
N -7.2215 17.3819 9.3845
H -8.7737 17.9954 -1.6066
C -5.1642 20.9926 14.1870
O -6.9588 15.1696 0.0895
N -3.5827 24.1258 2.5777
C -3.7218 17.0756 2.9648
Cs -6.6470 21.4080 5.2857
C -2.0270 15.3361 2.5193
C -4.9282 27.6747 4.7801
C -4.3915 26.5425 4.1283
H -3.7028 23.9328 7.8895
C -4.7150 22.3326 2.1211
H -1.6873 14.5019 1.9047
C -5.6751 21.1214 11.8397
N -4.8016 17.7857 2.5505
H -2.7382 22.7066 1.2148
Sb -5.4017 21.9157 9.8734
C -5.9217 24.0602 10.2554
C -7.6389 19.3562 7.8592
C -6.8949 16.2998 -0.7852
H -5.8634 16.3695 -1.1596
H -6.7610 18.1529 13.2414
C -6.7228 18.0560 1.0769
N -5.4062 22.9860 3.1438
I -3.9518 18.7186 5.5904


Entry 3:
92
Properties=species:S:1:pos:R:3 method="wB97M-V/def2-TZVPD" homo_ev="-10.480 / -10.481" s_squared=0.756 total_charge=+1 multiplicity=2 gap_ev="6.682 / 6.346"
Ir -0.0781 0.8550 -0.6023
C 0.6911 -0.8754 4.8625
C 0.4150 -1.4988 3.6468
C -5.4384 -0.4646 1.0891
N -0.6224 1.5412 -2.3975
C 0.6365 0.5021 4.9711
H -0.0330 4.3105 -4.1736
H -2.6329 0.9789 -4.9828
C -1.4108 2.7426 -4.7147
H -3.9610 -4.1943 1.0457
C 4.9368 1.9080 4.1146
H -4.9464 -4.5398 2.4858
C 2.4908 -1.7040 -2.3746
H -1.8265 -0.0596 -2.8437
C -1.4980 0.9132 -3.1841
H 3.1396 0.1534 -1.5170
C -1.3198 -3.5969 -4.6005
C 0.0330 -3.8157 1.0996
O -5.1270 -2.6527 1.8124
H -3.9454 3.2857 -1.8391
H -3.6905 4.1286 -0.3171
C -1.9208 1.4984 -4.3587
H -5.6067 1.5216 0.4662
H 5.5699 -0.4067 -2.3669
S 3.2329 -2.9869 -3.2516
H 4.7204 -0.2133 4.3848
C -0.4766 3.3622 -3.9051
C -4.0405 3.1942 -0.7541
N -0.5074 3.8430 1.2711
S 0.1372 2.9538 3.6894
C 1.0298 -1.7842 -1.9479
C 0.8995 -2.5528 -0.6492
C -4.3120 -3.8040 2.0028
O 3.2725 -0.7844 2.4162
N 2.2191 2.5824 -0.0044
N -0.2372 1.5163 1.5664
C -0.2419 2.7556 2.0069
H 5.5598 2.0310 4.9913
H -0.6797 -2.4430 -6.3073
H 5.6227 -2.7104 -3.6215
H -0.7291 -4.2796 1.7103
H -2.6022 -2.3512 0.8940
C -3.5923 0.8067 0.1068
C 4.7129 -1.0474 -2.5143
C 0.2331 -2.4134 -3.0865
C -3.2740 -1.5107 0.8014
H 0.9510 -1.4702 5.7274
O -1.9008 2.3755 -0.4145
H -2.0426 -4.2797 -5.0172
H -0.3909 4.7559 1.6704
C -4.9434 0.6735 0.5393
H 1.8526 -4.4639 2.1458
O -1.5463 -0.4817 -0.2735
C 0.0395 0.6146 2.6143
C 0.9627 3.1784 -1.8425
C 3.6690 0.4673 2.6613
C -0.0837 2.7315 -2.7331
C -4.5802 -1.5767 1.2374
H 0.4730 -2.5758 3.5723
H 4.9853 4.0004 3.5929
H 2.6667 -0.7886 1.6519
S -0.9200 -3.6811 -2.9450
C 2.4356 1.4714 0.7157
H 3.5576 3.6900 1.5989
C 3.8231 2.8477 2.2224
C -3.1177 2.0807 -0.3319
C 1.3683 -3.9285 1.3451
C 4.6140 3.0197 3.3309
H -0.1067 -1.2616 1.5759
C 0.2913 -1.9644 -4.3763
H -6.4602 -0.5388 1.4315
H -0.9608 3.7364 0.3774
H -3.4603 -3.5742 2.6461
H 0.9673 -1.1783 -4.6851
C 3.4019 -0.7422 -2.0579
C -2.7556 -0.3468 0.2092
C 0.3038 1.2275 3.8376
C 4.7662 -2.2403 -3.1660
O 1.8691 0.3519 0.4097
S 2.2990 -3.0988 0.1869
H -1.2264 -2.7842 -0.4031
H -1.7288 3.2173 -5.6331
C -0.5987 -2.6395 -5.2481
C -0.2350 -3.0194 -0.0431
C 4.4750 0.6546 3.7878
N 1.2350 2.3590 -0.8779
O 0.5176 -0.4481 -1.9379
C 0.0888 -0.7680 2.5179
H 0.8463 0.9999 5.9082
H -5.0877 3.0524 -0.5194
H 1.5536 4.0717 -1.9937
C 3.3308 1.5791 1.8642


Entry 4:
93
Properties=species:S:1:pos:R:3 method="wB97M-V/def2-TZVPD" homo_ev="-1.478 / -1.545" s_squared=2.017 total_charge=-2 multiplicity=3 gap_ev="4.779 / 4.847"
F -2.1623 2.3256 -6.0615
C -0.3506 -3.5275 3.1865
H -3.3078 1.5101 -1.3312
C -0.5725 -0.4001 2.1403
H 2.2299 5.5103 -7.1344
C 4.0414 4.7822 -4.3629
C -0.7781 -3.9268 1.7677
O -1.3246 0.0658 -1.9012
H -2.3053 -1.0513 6.6111
C -2.3728 2.2151 -3.7313
H 2.5415 -1.8735 6.9811
N -1.4847 4.8088 -3.5569
H -1.0358 -0.0898 8.5036
Se -1.9143 -2.8556 -3.2753
H -3.4323 -7.5228 7.2530
C 2.2022 3.2329 -4.6125
N -2.2878 2.9155 -2.4881
O -1.2525 5.0165 -5.8176
H -3.2885 1.6148 -3.8228
C -2.4781 0.8004 2.9916
C 3.3045 3.7105 -3.8919
H 3.5686 3.2355 -2.9562
As -1.7690 -2.7356 4.3197
Se -0.8167 -0.4376 -6.1498
H 2.8098 -1.0709 -2.4914
C 1.4760 -1.6925 6.9085
O -0.1352 1.5389 -0.7108
C 5.0699 4.9843 -8.2012
P -0.8909 -2.6513 0.3746
O -1.7680 4.8033 -1.3060
C 2.5569 4.9787 -6.2506
H -2.3938 2.7752 -0.4297
C -1.1060 0.6018 2.9397
H -5.0496 -6.2181 5.9150
H -4.2954 -4.2063 4.6812
H 1.2795 -2.8388 5.1213
H 4.6131 -1.6423 -0.8862
H -3.4379 -1.6269 0.8345
H 0.0263 -4.4154 3.7053
H -1.0639 -6.8139 7.3457
C 0.8377 -0.9209 7.8671
H 5.0960 4.2707 -7.3819
C -0.5279 -0.6925 7.7607
C -4.0118 -5.9102 5.9576
S 4.6161 6.8226 -6.1024
C -3.1056 -6.6456 6.7086
Te 0.0782 -2.4422 -4.9529
H 4.1102 4.8805 -8.7062
H 1.4020 -0.4946 8.6870
H 1.0091 3.5138 -6.3795
H 0.5019 -0.5171 2.0728
C 3.6774 5.4149 -5.5464
C -1.7761 -6.2453 6.7594
H -2.8846 1.5981 3.6016
H 1.7184 -3.1348 1.8501
H -0.4454 1.2433 3.5096
C -2.0209 2.9616 -4.8785
C -2.7917 -1.0025 1.4428
Se -3.4272 -1.1793 -3.6976
C 1.2377 -1.7304 -1.2067
C 1.8571 3.8732 -5.8151
C 2.5680 -1.5026 -1.5283
C -1.1606 1.1883 -1.2538
H -4.3927 0.1729 2.2483
C 5.2482 6.3967 -7.7130
C -1.5415 4.2840 -4.8693
C -2.3970 2.1122 -1.2877
C 1.3835 2.1695 -4.1510
C 0.8877 -2.2988 0.0404
C -1.4148 -1.2198 1.3966
C -1.8222 4.2007 -2.3710
H -0.3225 -4.8086 6.1243
H 5.8588 4.7666 -8.9203
C -1.2399 -1.2371 6.7056
O 5.7987 7.2597 -8.3545
Ti -1.1382 0.2817 -3.6978
C 1.9277 -2.6552 0.9024
H -1.7676 -4.3949 1.8000
C -1.3596 -5.1207 6.0665
C 3.2515 -2.4100 0.5769
H -0.0933 -4.6856 1.3758
C 3.5756 -1.8276 -0.6346
H 0.4462 -2.7868 3.1483
C -2.2566 -4.3747 5.3038
H -1.1294 5.7473 -3.4814
H 0.4989 -1.4583 -1.9705
C -3.3225 0.0042 2.2330
C 0.6283 1.2836 -3.7758
H 4.0359 -2.6775 1.2767
C -0.6133 -2.0193 5.7359
C -3.5885 -4.7846 5.2671
H 4.9005 5.1435 -3.8108
C 0.7550 -2.2416 5.8570


Entry 5:
92
Properties=species:S:1:pos:R:3 method="wB97M-V/def2-TZVPD" homo_ev="-7.210 / -7.205" s_squared=0.754 multiplicity=2 gap_ev="6.621 / 5.411"
H -0.0600 -3.3873 -4.0203
H -0.0414 -6.5234 1.4540
C -5.4742 1.0477 1.0478
H 3.4241 4.2074 -1.0282
H 4.9279 1.4496 2.2083
C -1.9546 0.3649 -2.7306
H 1.5511 -3.3524 3.8391
C -5.0255 2.1232 1.8012
H 0.8727 -1.9266 -2.3139
H 4.7444 3.1170 -0.6179
H 4.5547 3.6875 -2.2794
H -1.6226 4.3343 1.7537
C 0.7583 -5.0281 2.7672
C -1.7011 -2.2117 0.9953
C -2.6657 1.1376 -3.6337
C 3.2423 0.1428 2.4201
H 3.7818 1.9499 3.4472
O -1.0329 -1.7996 -1.2132
C -4.5676 0.3328 0.2834
H -2.9418 3.1282 -4.4168
H 0.7553 5.5482 2.0731
N 0.8174 2.3802 0.9522
C 0.4250 -2.4675 -4.3204
H -2.5479 0.1032 -0.3307
H 1.8925 5.0200 0.8302
C 0.9456 -1.6289 -3.3471
C 2.0005 -1.6049 1.8566
C 1.5547 -0.4296 -3.6905
H 0.0632 2.5738 -1.4271
H -2.6537 -3.9838 1.7029
C 3.1529 2.1988 -1.7282
H 4.8428 0.5677 3.7368
H -1.3277 -1.1194 4.6153
H 0.1141 -2.7782 -6.4211
H 2.0471 4.4109 2.4747
C -0.7298 2.1792 -2.0480
C -2.1988 -3.0434 1.9791
C -1.3522 2.2397 1.0432
H -3.3612 3.3061 2.3912
N -1.0750 -1.0502 1.2676
N 2.3801 0.4944 1.4450
C -0.9760 3.5317 1.4504
C -1.4382 -1.4480 3.5924
Br -0.9567 4.8397 -2.9674
C 0.5217 -2.1257 -5.6602
H 2.1343 0.8257 -5.3411
C -2.4010 2.4917 -3.7302
B 2.2302 1.8301 0.6927
O -2.5773 -4.8371 4.1567
C -1.4088 3.0082 -2.9179
C -1.7461 -2.5896 -0.4720
H -5.7159 2.6816 2.4194
N -0.2360 1.5563 0.7316
H 1.2365 -0.6644 -7.0626
H 3.5566 -1.7856 3.4344
H -0.4702 0.2669 2.7366
H 1.2456 -2.8937 -0.4033
C 1.1518 -0.9409 -6.0196
N 1.7076 0.5440 -1.3972
H -3.4244 0.6756 -4.2489
C 1.3294 4.6994 1.7071
C 2.9721 1.5624 -2.9351
C 1.2920 -3.7539 2.8668
N -1.0007 0.8767 -1.9444
C -0.9588 -0.6789 2.5542
N 2.3816 1.5750 -0.8204
H -4.8944 -0.5149 -0.3056
H 3.4709 1.7990 -3.8577
O -2.4326 -3.5118 -0.8592
C -2.7595 1.7686 1.0091
C 4.2529 1.0836 2.9821
C 1.4472 -2.9622 1.7300
Ru 0.0944 -0.2264 -0.2214
C -3.6881 2.4777 1.7795
H 0.6081 -5.6196 3.6600
H 0.2963 -5.1551 -0.5836
C 1.0970 -3.4873 0.4900
H -6.5186 0.7658 1.0653
C -3.2264 0.6872 0.2665
C 3.0174 -1.1843 2.7240
C 4.0167 3.3663 -1.3899
N 1.6057 -0.5695 1.1158
H 3.0471 2.6183 1.0631
C 0.3999 3.5809 1.3804
C -2.0423 -2.6653 3.2998
H -2.1298 -0.6952 -2.6196
C -2.5216 -3.6484 4.4010
C 0.3922 -5.5354 1.5275
C 1.6639 -0.1020 -5.0448
O -2.8055 -2.9752 5.4458
C 2.0711 0.5148 -2.6856
C 0.5738 -4.7669 0.3876


We obtain ΔE to the lowest compared entry with this formula, charge and spin values of 13.95, 57.57, 9.32, 6.80, 18.97 kcal per mole for the records listed above, in that order.
We obtain electronic energy values of -336499.500, -86621.243, -110014.449, -367470.483, -137538.274 eV for the records listed above, in that order.